1.
23
Properties=species:S:1:pos:R:3 method="wB97M-V/def2-TZVPD" energy_ha=-351.30465 smiles=Cc1ccccc1.CC e_homo_ha=-0.335 largest_force_ev_per_a=2.30 lumo_energy_ev=1.03 e_above_lowest_kcal_mol=16.0
C -0.172 -2.388 0.375
C 0.240 -1.338 -0.640
C 1.512 -0.726 -0.430
C 1.912 0.322 -1.239
C 1.034 0.788 -2.222
C -0.244 0.284 -2.363
C -0.603 -0.824 -1.583
H -1.285 -2.325 0.485
H 0.162 -1.964 1.325
H 0.044 -3.431 0.193
H 2.282 -1.208 0.147
H 2.918 0.740 -1.105
H 1.271 1.734 -2.735
H -0.934 0.613 -3.152
H -1.520 -1.412 -1.790
C -0.326 1.935 2.039
C -1.390 0.900 1.707
H 0.472 1.413 2.571
H 0.241 2.261 1.132
H -0.776 2.779 2.549
H -0.842 0.078 1.227
H -1.924 0.516 2.582
H -2.072 1.253 0.927

=====

2.
8
Properties=species:S:1:pos:R:3 method="wB97M-V/def2-TZVPD" energy_ha=-690.34214 smiles=[NH3+]C(I)I charge=+1 e_homo_ha=-0.520 largest_force_ev_per_a=3.15 lumo_energy_ev=-5.15 e_above_lowest_kcal_mol=2.6
N -0.070 0.012 0.337
C -1.294 -0.003 -0.503
I -2.268 -1.920 0.004
I -2.285 1.923 0.026
H 0.489 -0.826 0.069
H -0.292 -0.367 1.227
H 0.439 0.910 0.313
H -1.151 -0.141 -1.532

=====

3.
69
Properties=species:S:1:pos:R:3 method="wB97M-V/def2-TZVPD" energy_ha=-2978.19803 charge=-1 e_homo_ha=-0.148 largest_force_ev_per_a=0.97 lumo_energy_ev=2.10
Ir 0.615 1.632 0.237
C 0.272 4.568 0.272
N 0.430 3.443 -0.676
C 1.658 3.633 -1.499
C 2.842 3.073 -0.716
N 2.543 1.668 -0.488
C 3.560 0.845 -0.069
C 3.670 -0.459 -0.572
F 2.830 -0.873 -1.530
C 4.630 -1.355 -0.141
F 4.678 -2.594 -0.656
C 5.575 -0.967 0.791
F 6.523 -1.826 1.197
C 5.533 0.322 1.286
F 6.443 0.711 2.192
C 4.543 1.194 0.871
F 4.533 2.416 1.421
C -0.809 3.269 -1.456
C -1.953 2.875 -0.525
N -1.471 1.943 0.506
C -2.366 1.450 1.381
C -1.928 0.773 2.554
F -0.622 0.727 2.833
C -2.775 0.163 3.451
F -2.265 -0.456 4.527
C -4.150 0.207 3.285
F -4.982 -0.383 4.165
C -4.630 0.893 2.194
F -5.959 0.959 1.986
C -3.779 1.489 1.279
F -4.407 2.086 0.232
H -0.031 5.463 -0.282
H 1.212 4.738 0.785
H -0.468 4.306 1.021
H 1.783 4.697 -1.728
H 1.533 3.072 -2.425
H 2.963 3.652 0.207
H 3.757 3.196 -1.312
H -0.621 2.464 -2.169
H -1.049 4.190 -2.004
H -2.718 2.438 -1.162
H -2.394 3.772 -0.066
F 1.222 2.649 1.808
C -4.868 -0.859 -2.855
Te -2.817 -0.445 -2.395
C -2.902 -1.516 -0.555
H -5.033 -1.928 -2.959
H -5.111 -0.365 -3.794
H -5.501 -0.455 -2.067
H -3.901 -1.402 -0.140
H -2.183 -1.067 0.124
H -2.669 -2.566 -0.711
O 0.797 -0.345 0.913
C 0.442 -0.827 -0.206
O 0.048 -0.030 -1.117
C 0.496 -2.290 -0.430
C 0.143 -2.815 -1.664
C 0.193 -4.189 -1.903
C 0.607 -4.980 -0.861
O 0.767 -6.342 -0.844
C 1.094 -6.675 0.503
O 1.365 -5.470 1.205
C 0.963 -4.454 0.369
C 0.921 -3.112 0.624
H -0.173 -2.135 -2.443
H -0.075 -4.613 -2.860
H 1.982 -7.308 0.512
H 0.243 -7.187 0.965
H 1.201 -2.683 1.577

=====

4.
79
Properties=species:S:1:pos:R:3 method="wB97M-V/def2-TZVPD" energy_ha=-2592.88482 e_homo_ha="-0.189 / -0.324" spin_multiplicity=5 largest_force_ev_per_a=4.07 lumo_energy_ev="0.78 / -2.31"
P 0.101 -0.720 -0.824
C 1.686 -0.211 -1.582
C 1.981 -0.752 -2.993
C 3.387 -0.331 -3.482
C 3.618 1.179 -3.368
C 3.273 1.742 -1.984
C 1.852 1.313 -1.556
C -1.342 0.150 -1.664
C -1.227 0.178 -3.184
C -2.564 0.691 -3.767
C -2.964 2.051 -3.190
C -2.930 2.086 -1.652
C -1.614 1.549 -1.100
C -0.083 -2.458 -1.378
C 1.066 -3.361 -0.878
C 1.051 -4.684 -1.659
C -0.296 -5.401 -1.576
C -1.495 -4.490 -1.838
C -1.420 -3.169 -1.070
H 2.466 -0.616 -0.906
H 1.218 -0.374 -3.703
H 1.919 -1.853 -3.010
H 3.500 -0.671 -4.526
H 4.131 -0.872 -2.874
H 4.662 1.391 -3.594
H 3.023 1.693 -4.140
H 3.987 1.374 -1.228
H 3.339 2.840 -1.988
H 1.658 1.689 -0.546
H 1.120 1.772 -2.243
H -2.204 -0.479 -1.379
H -3.348 -0.047 -3.540
H -0.991 -0.814 -3.608
H -0.402 0.857 -3.476
H -2.464 0.731 -4.859
H -3.965 2.300 -3.548
H -2.283 2.819 -3.581
H -3.087 3.103 -1.287
H -3.749 1.468 -1.257
H -1.700 1.516 -0.009
H -0.783 2.219 -1.361
H -0.025 -2.365 -2.481
H 2.054 -2.885 -0.976
H 0.920 -3.564 0.194
H 1.298 -4.485 -2.713
H 1.843 -5.327 -1.255
H -0.401 -5.857 -0.584
H -0.303 -6.215 -2.301
H -2.419 -5.003 -1.543
H -1.571 -4.280 -2.914
H -2.283 -2.537 -1.318
H -1.499 -3.346 0.011
Pd -0.160 -0.474 1.310
Cl -2.388 -1.190 1.191
Cl 2.136 -0.044 1.615
C -0.838 0.802 2.971
H -1.880 0.587 3.174
C -0.556 2.265 2.730
C -1.449 3.185 3.310
C -1.352 4.551 3.032
C -0.457 5.034 2.090
C 0.393 4.127 1.448
C 0.378 2.774 1.795
H -2.232 2.806 3.994
H -1.991 5.249 3.558
H 1.106 4.493 0.701
H 1.100 2.109 1.333
H -0.419 6.097 1.851
C -0.763 0.449 7.298
N 0.262 -0.257 6.512
C 1.363 -0.861 7.253
C 0.190 -0.191 5.221
N -0.010 0.080 4.059
H -0.477 0.380 8.346
H -1.747 -0.043 7.163
H -0.817 1.517 7.003
H 1.396 -1.934 7.064
H 2.317 -0.394 6.955
H 1.156 -0.661 8.317

=====

5.
54
Properties=species:S:1:pos:R:3 method="wB97M-V/def2-TZVPD" energy_ha=-2248.76564 charge=+1 e_homo_ha=-0.383 largest_force_ev_per_a=2.71 lumo_energy_ev=-4.48
N 6.583 -1.597 -4.183
P 5.202 -0.854 -4.891
O 5.759 0.599 -5.379
C 3.984 -0.523 -3.447
C 4.700 0.366 -2.402
S 4.173 2.083 -2.471
O 3.285 2.319 -1.394
O 3.729 2.414 -3.783
C 2.562 -0.140 -3.872
N 1.586 -1.219 -3.731
C 2.011 -2.324 -3.253
S 3.672 -2.265 -2.892
H 6.368 -1.965 -3.258
H 7.293 -0.877 -4.026
H 5.348 0.731 -6.251
H 5.773 0.345 -2.572
H 4.542 0.016 -1.385
H 5.305 2.787 -2.208
H 2.633 0.013 -4.957
H 2.137 0.803 -3.553
H 0.624 -1.025 -3.987
H 1.438 -3.220 -3.081
C 0.902 0.203 -0.421
O 1.245 -0.859 0.453
C 1.018 -0.545 1.825
C -0.304 -1.086 2.327
O -1.410 -0.491 1.666
C -1.923 -1.286 0.612
H 0.779 -0.222 -1.421
H -0.032 0.693 -0.140
H 1.702 0.944 -0.448
H 1.077 0.536 1.982
H 1.824 -1.011 2.397
H -0.395 -0.840 3.389
H -0.340 -2.175 2.232
H -2.567 -2.076 1.013
H -1.127 -1.740 0.016
H -2.520 -0.641 -0.032
C -5.326 -0.096 5.511
O -4.432 0.848 4.944
C -4.040 0.526 3.620
C -4.852 1.278 2.585
O -6.223 0.922 2.613
C -7.025 1.832 3.349
H -5.822 0.380 6.355
H -6.086 -0.419 4.796
H -4.774 -0.970 5.873
H -4.104 -0.554 3.451
H -2.992 0.819 3.515
H -4.474 1.015 1.592
H -4.733 2.359 2.714
H -7.252 2.713 2.739
H -6.541 2.149 4.274
H -7.958 1.328 3.597

=====

6.
25
Properties=species:S:1:pos:R:3 method="wB97M-V/def2-TZVPD" energy_ha=-916.74352 smiles="Cc1nc2c3c(ccc2s1)C=CCC3" e_homo_ha=-0.282 largest_force_ev_per_a=8.09 lumo_energy_ev=0.62 e_above_lowest_kcal_mol=20.7
C 2.437 0.581 3.420
C 2.179 0.362 2.042
N 0.858 0.456 1.718
C 0.753 0.141 0.376
C -0.403 0.125 -0.350
C -0.448 -0.518 -1.656
C 0.793 -0.912 -2.190
C 1.962 -0.942 -1.376
C 1.848 -0.344 -0.116
S 3.205 -0.430 0.957
C -1.647 -0.583 -2.370
C -2.817 -0.226 -1.821
C -2.877 0.588 -0.596
C -1.638 0.643 0.299
H 2.238 -0.296 3.947
H 3.426 0.742 3.522
H 1.972 1.463 3.978
H 0.736 -1.321 -3.165
H 2.843 -1.608 -1.687
H -1.640 -1.056 -3.433
H -3.669 -0.454 -2.392
H -3.662 0.283 0.104
H -3.198 1.588 -0.953
H -1.581 1.730 0.639
H -1.670 -0.009 1.102

=====

7.
48
Properties=species:S:1:pos:R:3 method="wB97M-V/def2-TZVPD" energy_ha=-1545.83311 smiles="COc1ccc(S(=O)(=O)N(CC(=O)NC2CC2)c2ccc(C)cc2)cc1" e_homo_ha=-0.308 largest_force_ev_per_a=1.10 lumo_energy_ev=0.58 e_above_lowest_kcal_mol=64.5
C 2.243 -4.956 0.881
O 1.034 -4.835 0.167
C 0.701 -3.636 -0.361
C 1.491 -2.490 -0.289
C 1.044 -1.311 -0.859
C -0.177 -1.272 -1.498
S -0.790 0.274 -2.150
O -2.038 0.031 -2.808
O 0.232 0.961 -2.878
N -1.144 1.136 -0.741
C -2.142 0.457 0.052
C -1.530 -0.521 1.063
O -1.986 -1.626 1.267
N -0.458 -0.023 1.714
C 0.295 -0.767 2.667
C 0.917 -0.046 3.823
C 1.782 -0.590 2.721
C -0.450 2.249 -0.252
C -1.086 3.193 0.558
C -0.395 4.283 1.053
C 0.945 4.484 0.756
C 1.701 5.660 1.296
C 1.572 3.554 -0.065
C 0.898 2.453 -0.556
C -0.965 -2.407 -1.589
C -0.529 -3.584 -1.027
H 2.279 -5.989 1.222
H 3.108 -4.755 0.242
H 2.264 -4.287 1.747
H 2.447 -2.501 0.210
H 1.649 -0.420 -0.810
H -2.777 1.165 0.590
H -2.777 -0.106 -0.634
H -0.130 0.907 1.491
H -0.136 -1.749 2.813
H 0.934 -0.533 4.785
H 0.786 1.024 3.878
H 2.397 -1.452 2.929
H 2.232 0.115 2.040
H -2.133 3.089 0.797
H -0.918 4.995 1.675
H 1.032 6.354 1.797
H 2.212 6.185 0.492
H 2.455 5.331 2.011
H 2.612 3.690 -0.322
H 1.402 1.768 -1.215
H -1.913 -2.343 -2.099
H -1.124 -4.481 -1.072